Run P
ORCA calculation (wB97M-V/def2-TZVPD) on a cluster of 2 separate species, CH6NO2 in total.

Computed properties:
E_HOMO: -0.115 hartree
orbital gap: 0.2846 hartree
LUMO: 0.169 hartree

Geometry as ORCA input:
```
! wB97M-V def2-TZVPD RIJCOSX def2/J DEFGRID3
* xyz -1 1
O 2.36679 -0.51950 -0.66161
H 2.70105 0.31429 -0.99095
N -1.18175 0.66007 1.35066
C -1.27708 0.28457 -0.13723
O -0.24556 -0.43208 -0.56796
H -0.17770 0.74287 1.44420
H -1.40125 -0.22464 1.79152
H -2.27493 -0.20432 -0.20196
H -1.39586 1.25057 -0.67647
H 1.38627 -0.32599 -0.61218
*
```

Atom charges from the Löwdin analysis, given in e for atoms 1 to 2: -0.15, -0.01



Run Q
ORCA calculation (wB97M-V/def2-TZVPD) on a cluster of 2 separate species, CH6NO2 in total.

Computed properties:
E_HOMO: -0.129 hartree
orbital gap: 0.3047 hartree
LUMO: 0.176 hartree

Geometry as ORCA input:
```
! wB97M-V def2-TZVPD RIJCOSX def2/J DEFGRID3
* xyz -1 1
N -1.58632 0.47099 0.54852
C -0.71314 0.04185 -0.68321
O 0.44263 -0.66249 -0.61305
H -0.86628 0.19303 1.23910
H -2.45947 -0.26135 0.54652
H -0.47867 1.07191 -1.05209
H -1.42420 -0.34677 -1.41166
H 1.60621 -0.23729 -0.05631
H 3.02772 -0.48851 0.94049
O 2.45151 0.21863 0.54170
*
```

Atom charges from the Löwdin analysis, given in e for atoms 1 to 2: -0.08, -0.53



Of them, run P has the highest stability.



Run P
ORCA calculation (wB97M-V/def2-TZVPD) on a cluster of 2 separate species, C4H10N3S in total.

Computed properties:
E_HOMO: -0.484 hartree
orbital gap: 0.3374 hartree
LUMO: -0.146 hartree

Geometry as ORCA input:
```
! wB97M-V def2-TZVPD RIJCOSX def2/J DEFGRID3
* xyz 1 1
C -1.03720 -1.02520 1.63626
C -1.57995 -1.67730 2.76983
C 1.40700 0.80967 -2.02520
C 2.05043 1.84593 -2.95294
N -0.63576 -0.65137 0.62809
N 0.92044 1.12347 -0.83823
N -2.59251 -0.85724 3.20988
S 1.26621 -0.67237 -2.83220
H -1.52388 -2.83350 2.66177
H -0.78613 -1.62141 3.45460
H 2.92949 2.36226 -2.38739
H 1.29173 2.50987 -3.09149
H 2.30957 1.49356 -4.04778
H 0.74815 -1.30459 -1.82443
H 1.07553 2.08497 -0.57099
H 0.53122 0.46609 -0.18465
H -3.24957 -0.73079 2.39111
H -3.12477 -1.32205 4.00377
*
```

Atom charges from the Löwdin analysis, given in e for atoms 1 to 2: -0.17, -0.34



Run Q
ORCA calculation (wB97M-V/def2-TZVPD) on a cluster of 2 separate species, C4H10N3S in total.

Computed properties:
E_HOMO: -0.487 hartree
orbital gap: 0.3798 hartree
LUMO: -0.107 hartree

Geometry as ORCA input:
```
! wB97M-V def2-TZVPD RIJCOSX def2/J DEFGRID3
* xyz 1 1
C -1.95107 0.51855 -1.01330
C -0.64491 -0.83721 0.03017
C 0.30636 -1.42129 1.03053
C -0.98476 1.32220 1.19777
N -1.94174 -0.54309 -1.68452
N -1.15199 0.38543 0.11703
N -1.17440 -1.42684 -1.04899
S 1.78410 0.40574 -1.92709
H -2.57137 1.28917 -1.36419
H 0.81638 -2.29685 0.78214
H -0.39931 -1.73797 1.78822
H 0.87173 -0.61086 1.57847
H -0.92736 2.27160 0.73556
H -1.79896 1.41561 1.81179
H -0.12268 1.00630 1.69392
H 1.60693 1.24793 -2.93883
H -0.95848 -2.31178 -1.54391
H 2.95326 1.05295 -1.81647
*
```

Atom charges from the Löwdin analysis, given in e for atoms 1 to 2: -0.08, -0.30



Of them, run Q has the highest stability.



Run P
ORCA calculation (wB97M-V/def2-TZVPD) on the ion C4H10N3S with charge +1.

Computed properties:
E_HOMO: -0.491 hartree
orbital gap: 0.3848 hartree
LUMO: -0.106 hartree
structure (SMILES): C[N@H+]1C=CN(N)[C@@H]1S

Geometry as ORCA input:
```
! wB97M-V def2-TZVPD RIJCOSX def2/J DEFGRID3
* xyz 1 1
C 0.91839 0.77568 -2.00401
N 0.13277 -0.08683 -1.11057
C 0.79940 -1.24210 -0.48919
C 0.51781 -1.27876 0.82500
N -0.39698 -0.19479 1.28253
N -0.33787 0.28824 2.56189
C -0.63858 0.69635 0.22811
S -2.37419 0.91163 -0.34592
H 0.42552 0.86010 -2.90937
H 1.00265 1.73928 -1.45444
H 1.94644 0.34675 -2.23157
H -0.58673 -0.40885 -1.64899
H 1.31553 -1.91230 -1.12383
H 0.72128 -2.11760 1.58562
H 0.64083 0.43196 2.98875
H -0.93515 -0.33740 3.23144
H -0.26905 1.64718 0.18116
H -2.88209 -0.11850 0.43341
*
```

Atom charges from the Löwdin analysis, given in e for atoms 1 to 2: 0.02, -0.10



Run Q
ORCA calculation (wB97M-V/def2-TZVPD) on the ion C4H10N3S with charge +1.

Computed properties:
E_HOMO: -0.515 hartree
orbital gap: 0.3824 hartree
LUMO: -0.133 hartree

Geometry as ORCA input:
```
! wB97M-V def2-TZVPD RIJCOSX def2/J DEFGRID3
* xyz 1 1
C -0.75234 1.00312 0.44643
C -0.65387 -0.31428 1.12721
C 0.14955 -1.16945 0.18593
C -0.17430 -2.58758 0.30901
N -1.70426 1.60205 -0.09071
N 1.13554 2.05633 -1.36975
N 0.94453 -0.60960 -0.69941
S 1.08008 1.68083 0.19187
H -0.14752 0.07119 2.02997
H -1.63619 -0.78659 1.23715
H -0.26925 -2.82083 1.46810
H 0.44648 -3.27249 -0.21576
H -1.27291 -2.81507 -0.04513
H -1.83820 2.54187 -0.33641
H 1.71970 1.38993 -1.88074
H 1.08450 2.96464 0.77148
H 0.34955 2.33635 -1.90105
H 1.53891 -1.27043 -1.22818
*
```

Atom charges from the Löwdin analysis, given in e for atoms 1 to 2: -0.44, -0.13



Of them, run Q has the highest stability.



Run P
ORCA calculation (wB97M-V/def2-TZVPD) on the ion C4H13N3 with charge +1.

Computed properties:
E_HOMO (spin up / spin down): -0.511 / -0.507 hartree
orbital gap (spin up / spin down): 0.4008 / 0.2057 hartree
LUMO (spin up / spin down): -0.110 / -0.301 hartree
<S²>: 0.7547

Geometry as ORCA input:
```
! wB97M-V def2-TZVPD RIJCOSX def2/J DEFGRID3
* xyz 1 2
C 0.91055 0.57564 0.91916
N 0.72753 -0.03951 2.23819
C -0.44165 0.48454 0.13114
C -1.20434 1.83202 0.16767
N -0.19740 0.11648 -1.26375
C -0.15817 -1.31272 -1.64277
N 0.66024 -2.15345 -0.84982
H 1.11392 1.62296 1.14093
H 1.72649 0.21321 0.28179
H 0.10795 -0.83896 2.17082
H 1.59924 -0.41254 2.60064
H -1.05486 -0.29074 0.60401
H -0.57195 2.55688 0.64110
H -1.44907 2.23165 -0.81871
H -2.16819 1.74518 0.67019
H -0.84947 0.66148 -1.83351
H 0.30870 -1.30853 -2.63023
H -1.17185 -1.72760 -1.66971
H 0.48956 -2.07469 0.14887
H 1.62277 -1.88130 -1.00602
*
```

Atom charges from the Löwdin analysis, given in e for atoms 1 to 2: -0.21, 0.03



Run Q
ORCA calculation (wB97M-V/def2-TZVPD) on the ion C4H13N3 with charge +1.

Computed properties:
E_HOMO (spin up / spin down): -0.240 / -0.447 hartree
orbital gap (spin up / spin down): 0.0948 / 0.3005 hartree
LUMO (spin up / spin down): -0.145 / -0.146 hartree
<S²>: 0.7512

Geometry as ORCA input:
```
! wB97M-V def2-TZVPD RIJCOSX def2/J DEFGRID3
* xyz 1 2
C -1.19613 -1.04562 -0.14109
C 0.37272 -0.89754 -0.50219
C 0.79985 0.53898 -0.18894
C 0.88560 0.88380 1.10354
N 1.04164 2.31809 1.46670
N 1.06245 1.30867 -1.33108
N -1.78594 -2.40485 -0.50233
H -1.24554 -0.77085 0.90482
H -1.97318 -0.30287 -0.62812
H 0.55095 -1.20684 -1.64703
H 0.79664 -1.56388 0.18880
H 0.63351 0.22217 1.92356
H 1.17958 2.88059 0.60767
H 0.11651 2.46204 2.09032
H 1.97613 2.49259 1.95828
H 1.45020 2.32818 -1.40577
H 1.58941 0.93589 -2.08656
H -1.76166 -3.37628 -0.02785
H -1.70113 -2.52458 -1.53692
H -2.79161 -2.27768 -0.24584
*
```

Atom charges from the Löwdin analysis, given in e for atoms 1 to 2: -0.14, -0.11



Of them, run P has the highest stability.



Run P
ORCA calculation (wB97M-V/def2-TZVPD) on a cluster of 2 separate species, C3H7BrN4 in total.

Computed properties:
E_HOMO (spin up / spin down): -0.663 / -0.622 hartree
orbital gap (spin up / spin down): 0.2970 / 0.2822 hartree
LUMO (spin up / spin down): -0.366 / -0.340 hartree

Geometry as ORCA input:
```
! wB97M-V def2-TZVPD RIJCOSX def2/J DEFGRID3
* xyz 2 1
C 0.63542 1.39731 0.62429
C -0.73882 -0.20986 -0.59004
C 1.73795 -0.33173 -0.44742
N 1.73575 0.79388 0.23455
N 0.40449 -0.92273 -0.60206
N -0.53777 1.07680 -0.07171
N -1.91229 -0.62891 -0.86696
Br 3.12043 -0.75082 -1.65784
H 0.65273 2.20611 1.32743
H 2.99196 -1.51060 1.54529
H 2.80958 1.08041 0.43566
H 0.46414 -1.91707 -0.71964
H -1.25546 1.60196 0.34627
H -2.04668 -1.61429 -1.10619
H -2.84403 -0.18784 -0.74631
*
```

Atom charges from the Löwdin analysis, given in e for atoms 1 to 2: 0.04, -0.29



Run Q
ORCA calculation (wB97M-V/def2-TZVPD) on the ion C3H7BrN4 with charge +2.

Computed properties:
E_HOMO: -0.633 hartree
orbital gap: 0.2498 hartree
LUMO: -0.383 hartree
structure (SMILES): [NH2+]=C/[NH+]=C\N/C=N/Br

Geometry as ORCA input:
```
! wB97M-V def2-TZVPD RIJCOSX def2/J DEFGRID3
* xyz 2 1
N 0.50989 1.82763 1.89187
C -0.11377 1.05509 1.07001
N -0.28254 1.30021 -0.19724
C -0.73064 0.42801 -1.21755
N -0.83837 -0.91348 -1.29690
C -0.10977 -1.78658 -0.56549
N 1.20484 -1.90750 -0.77105
Br 2.02536 -3.34902 -0.14344
H 0.61648 1.48822 2.92425
H 1.06594 2.73453 1.68169
H -0.28378 0.01577 1.40023
H -0.11591 2.22364 -0.53690
H -1.22368 0.84546 -2.04899
H -1.21033 -1.32351 -2.10588
H -0.51373 -2.63848 -0.08461
*
```

Atom charges from the Löwdin analysis, given in e for atoms 1 to 2: 0.24, -0.11



Of them, run Q has the highest stability.



Run P
ORCA calculation (wB97M-V/def2-TZVPD) on the molecule C7H7F2NO.

Computed properties:
E_HOMO: -0.364 hartree
orbital gap: 0.3882 hartree
LUMO: 0.024 hartree
structure (SMILES): O[C@@H](c1ccccn1)C(F)F

Geometry as ORCA input:
```
! wB97M-V def2-TZVPD RIJCOSX def2/J DEFGRID3
* xyz 0 1
O 0.23901 1.87715 -1.42965
C 0.99059 1.11483 -0.50783
C -0.16028 -0.02193 0.13891
C -0.33418 -0.29436 1.46557
C -1.32603 -1.18092 1.86764
C -2.19073 -1.67044 0.90690
C -1.98710 -1.21172 -0.38908
N -0.96092 -0.39444 -0.80496
C 2.54859 1.03009 -1.11992
F 2.63501 0.07049 -2.05850
F 3.34690 0.66757 -0.15297
H -0.23400 1.23144 -2.00130
H 1.32117 1.86031 0.28163
H 0.36493 0.16091 2.10811
H -1.52673 -1.50818 2.89466
H -2.90807 -2.30244 1.39167
H -2.64484 -1.48465 -1.09585
H 2.82668 2.05628 -1.49504
*
```

Atom charges from the Löwdin analysis, given in e for atoms 1 to 2: -0.07, -0.16



Run Q
ORCA calculation (wB97M-V/def2-TZVPD) on a cluster of 3 separate species, C7H7F2NO in total.

Computed properties:
E_HOMO: -0.326 hartree
orbital gap: 0.3177 hartree
LUMO: -0.008 hartree

Geometry as ORCA input:
```
! wB97M-V def2-TZVPD RIJCOSX def2/J DEFGRID3
* xyz 0 1
C 1.90241 -0.59784 -0.36309
C 0.53612 -0.22144 -0.27722
C -0.46513 -1.22979 -0.53366
C -1.84379 -0.88934 0.00247
C -2.13716 0.41982 -0.07892
C -1.13468 1.43959 -0.24894
C 0.25847 1.17498 -0.13169
H 3.04654 -0.60262 1.70155
H 3.73306 0.86628 -0.07266
H 2.18849 -0.29009 -1.39435
H 2.06840 -1.55591 -0.06622
H -0.25595 -2.26994 -0.41619
H -4.01471 0.08061 0.52467
H 1.15139 1.75908 0.20223
N 2.60222 0.28030 0.65347
O -3.50913 0.80292 -0.05536
F -2.79692 -1.91373 0.42279
F -1.32961 2.74713 0.13112
*
```

Atom charges from the Löwdin analysis, given in e for atoms 1 to 2: -0.34, -0.28



Of them, run P has the highest stability.